Density functional theory data (ωB97M-V with the def2-TZVPD basis set) for 9 unconnected molecules or ions with the total composition C36H72N6O6 at a distorted geometry.

Geometry as XYZ:
```
120
Properties=species:S:1:pos:R:3:mulliken_charge:R:1
C 6.97 -1.06 -0.15 -0.954
C 7.13 -2.07 1.02 -0.275
C 7.24 -1.31 2.38 -0.240
C 8.42 -0.41 2.36 0.173
N 9.36 0.24 2.41 -0.468
H 7.91 -0.53 -0.39 0.443
H 6.27 -0.25 0.09 0.090
H 6.61 -1.61 -1.00 0.260
H 8.02 -2.62 0.86 0.444
H 6.25 -2.70 1.10 0.033
H 7.30 -2.05 3.11 0.463
H 6.41 -0.62 2.46 0.025
C -2.80 -3.29 -4.44 -1.488
C -2.92 -2.90 -2.95 0.768
C -4.37 -2.64 -2.61 1.070
C -5.12 -3.88 -2.35 -0.007
N -5.78 -4.83 -2.20 -0.587
H -1.82 -3.76 -4.64 0.365
H -2.90 -2.38 -5.03 0.378
H -3.52 -4.08 -4.59 0.414
H -2.34 -1.96 -2.77 -0.539
H -2.47 -3.63 -2.27 0.025
H -4.92 -2.07 -3.42 0.447
H -4.35 -2.08 -1.66 -0.721
C -2.42 -5.92 1.32 -1.535
C -2.83 -4.76 0.40 0.344
C -3.69 -3.80 1.20 0.077
C -2.98 -3.05 2.26 0.136
N -2.35 -2.48 3.03 -0.540
H -3.33 -6.32 1.69 0.406
H -1.72 -5.51 2.06 0.308
H -1.94 -6.74 0.82 0.433
H -3.43 -5.03 -0.45 0.457
H -1.91 -4.24 0.02 -0.342
H -4.44 -4.34 1.76 0.538
H -4.14 -3.00 0.59 -0.288
C 3.72 -3.83 -0.07 -0.674
C 3.55 -3.42 -1.56 -0.663
C 2.29 -2.53 -1.92 1.265
C 1.14 -3.39 -1.96 0.164
N 0.18 -4.00 -2.05 -0.601
H 3.60 -2.91 0.59 -0.105
H 4.57 -4.45 0.02 0.440
H 2.82 -4.48 0.25 0.327
H 3.52 -4.33 -2.26 0.325
H 4.43 -2.88 -1.90 0.268
H 2.40 -2.09 -2.93 0.368
H 2.07 -1.79 -1.18 -0.951
C 3.51 1.79 -1.81 -1.317
C 2.39 1.78 -0.72 1.597
C 2.97 2.07 0.73 -0.047
C 3.77 0.96 1.17 0.059
N 4.42 0.13 1.62 -0.441
H 3.85 2.84 -1.96 0.334
H 3.09 1.36 -2.72 0.353
H 4.37 1.14 -1.58 0.230
H 1.95 0.79 -0.65 -0.687
H 1.65 2.53 -0.82 -0.244
H 2.09 2.12 1.41 -0.263
H 3.50 3.00 0.83 0.637
C -0.35 1.80 3.85 -0.347
C -1.15 0.93 4.84 -0.239
C -1.64 1.76 6.05 -0.751
C -2.30 2.99 5.62 0.322
N -2.71 4.02 5.35 -0.487
H -0.38 1.34 2.89 -0.195
H 0.64 1.91 4.26 0.327
H -0.92 2.75 3.72 0.167
H -0.48 0.19 5.30 0.266
H -2.05 0.41 4.41 0.193
H -0.80 2.15 6.61 0.288
H -2.26 1.28 6.77 0.451
C -3.93 4.32 0.34 -0.515
O -4.51 3.12 -0.15 -0.404
C -3.74 2.66 -1.33 -0.010
C -4.26 1.25 -1.66 -0.986
O -3.92 0.31 -0.66 0.137
C -4.84 -0.04 0.38 -0.671
H -3.92 5.08 -0.47 0.276
H -2.90 4.11 0.68 0.096
H -4.56 4.65 1.15 0.330
H -2.67 2.70 -1.05 -0.049
H -3.84 3.39 -2.15 0.425
H -3.73 0.95 -2.60 0.238
H -5.34 1.23 -1.86 0.513
H -5.84 -0.30 0.02 0.324
H -5.04 0.89 0.99 0.189
H -4.35 -0.77 1.04 0.055
C -0.08 5.35 1.57 -0.801
O 0.18 4.89 0.24 -0.060
C -0.27 5.88 -0.69 -0.462
C 0.21 5.60 -2.10 -0.622
O -0.35 4.38 -2.53 -0.155
C 0.15 3.89 -3.80 -0.862
H 0.17 6.37 1.77 0.374
H 0.36 4.67 2.28 0.164
H -1.17 5.35 1.80 0.269
H 0.17 6.86 -0.43 0.389
H -1.39 5.85 -0.71 0.150
H 1.29 5.43 -2.20 0.334
H 0.00 6.43 -2.78 0.414
H -0.27 2.92 -3.94 0.132
H 1.21 3.93 -3.93 0.377
H -0.12 4.69 -4.53 0.386
C 1.27 -1.70 2.05 -0.894
O 1.05 -1.04 0.84 0.304
C -0.33 -1.19 0.56 -0.808
C -0.67 -0.24 -0.59 0.009
O -0.05 -0.53 -1.84 0.016
C -0.34 0.45 -2.80 -0.859
H 2.26 -1.35 2.35 0.234
H 1.31 -2.80 2.05 0.204
H 0.69 -1.25 2.83 0.165
H -0.97 -0.98 1.43 0.294
H -0.46 -2.23 0.33 0.117
H -0.37 0.77 -0.34 0.063
H -1.76 -0.19 -0.71 -0.085
H -0.09 1.39 -2.31 0.215
H -1.38 0.40 -3.10 0.191
H 0.26 0.26 -3.69 0.382
```

The net charge is 0. The highest occupied orbital energy comes out at -10.0 eV. The calculation puts the HOMO-LUMO gap at 10.43 eV. The SMILES is CCCC#N.CCCC#N.CCCC#N.CCCC#N.CCCC#N.CCCC#N.COCCOC.COCCOC.COCCOC.